Entry 1:
{"formula": "C15H34INO14P2S", "method": "wB97M-V/def2-TZVPD", "total_energy_ha": -3078.45145, "e_homo_ev": -10.0151, "charge": 0, "smiles": "O=NOC[C@@]1(I)COS(=O)(=O)O1.CCOP(=O)(OCC)OCC.CCOP(=O)(OCC)OCC", "symbols": ["O", "H", "H", "H", "C", "H", "H", "C", "P", "H", "H", "O", "C", "H", "C", "O", "H", "C", "H", "C", "C", "O", "O", "C", "H", "C", "H", "C", "H", "H", "O", "H", "O", "H", "N", "O", "H", "H", "C", "O", "H", "H", "H", "C", "H", "H", "P", "H", "H", "O", "O", "C", "H", "O", "H", "O", "O", "C", "H", "H", "H", "S", "C", "H", "H", "H", "H", "I"], "positions_angstrom": [[-0.18818, -3.26324, -3.53414], [-4.18089, -5.63039, -3.89307], [-3.66298, 1.66753, -0.09044], [-2.47303, 4.72802, 1.73720], [-0.33149, 4.57777, 1.96910], [-1.56629, 5.29691, 0.33726], [-4.96944, -5.63079, -5.48643], [-4.04183, -5.41263, -4.95371], [-1.04993, -4.18553, -4.60311], [2.70650, 1.02513, -0.21027], [1.29885, -6.13144, -3.17580], [-0.28924, 3.18830, 1.62305], [0.85984, -2.40480, -3.97542], [3.87835, 3.04642, 0.48674], [2.45156, 1.69782, 5.16439], [1.28322, 4.09979, 9.34445], [1.61901, -2.39216, -3.18761], [0.70236, -6.66021, -3.92095], [2.38282, 0.70547, 4.65473], [2.80968, 2.96790, 0.69495], [-1.57322, 5.26526, 1.43301], [3.76985, 2.22304, 4.81053], [3.09066, 4.65402, 4.97959], [-2.72335, 1.72807, -0.64770], [-4.47114, -3.31075, -4.93126], [-3.62845, -3.96590, -5.16166], [-0.52048, -0.97937, -4.86316], [0.34276, -0.99673, -4.19595], [1.12225, -0.36023, -4.62048], [0.57011, 5.07314, 1.59682], [-0.73823, -3.39575, -5.87157], [-0.31606, 4.63930, 3.05935], [-0.44567, 2.76720, -1.57385], [1.34305, -2.80339, -4.86949], [0.49127, 3.29172, 9.02563], [0.65806, 2.96589, 7.67974], [-1.52253, 0.39369, -1.87084], [2.36789, 3.96069, 0.56702], [-0.76892, -6.62729, -3.55113], [5.17376, 4.00427, 6.28532], [-3.26008, 0.34107, -2.21404], [1.42482, 1.20728, 8.61680], [0.47524, 0.91383, 7.09057], [-2.51507, 0.44140, -1.42183], [-3.27047, -6.09203, -5.32932], [1.05650, -7.69050, -3.99426], [-0.34600, 2.82487, -0.05198], [-0.93261, -7.19650, -2.63383], [-1.63116, 6.29218, 1.79920], [0.82287, 1.67345, 0.17397], [3.01848, 3.04336, 7.01886], [2.54623, 1.69157, 6.76368], [2.67078, 2.68121, 1.73933], [-2.56633, -3.59433, -4.29611], [0.87881, -6.17261, -4.88667], [-1.23773, -5.29657, -3.31149], [-1.68110, 1.91593, 0.30567], [2.15100, 1.96513, -0.23489], [-1.37114, -7.08898, -4.33965], [2.16220, 2.32773, -1.26734], [-2.80809, 2.59064, -1.31130], [3.87800, 3.62635, 5.69019], [1.18765, 1.62107, 7.59552], [0.01405, -0.55985, -3.25085], [-3.34833, -3.78910, -6.20468], [1.65829, 2.46061, 4.89861], [-2.59663, -0.42114, -0.75677], [4.15931, 0.46718, 7.55178]], "atomic_forces_ev_per_a": [[0.225, -1.204, -0.407], [-0.038, 0.087, -0.056], [0.160, 0.029, 0.144], [0.052, 0.032, 0.052], [-0.143, 0.393, 0.301], [0.030, 0.049, -0.008], [0.055, -0.001, -0.015], [0.071, -0.093, -0.005], [-1.600, 7.281, 4.374], [-0.187, -0.035, 0.011], [-0.050, -0.063, 0.018], [0.587, 2.543, -2.370], [0.082, 0.442, -0.103], [-0.044, 0.032, -0.007], [0.233, -0.195, 1.110], [-1.154, -0.460, -0.130], [-0.162, -0.124, 0.068], [0.051, 0.085, 0.038], [-0.163, 0.963, 0.593], [-0.018, 0.106, 0.012], [-0.082, -0.086, -0.015], [-0.169, 1.524, 1.007], [1.681, -2.516, 1.546], [-0.168, -0.313, -0.321], [0.158, 0.064, 0.080], [-0.322, -0.078, -0.074], [0.128, -0.141, -0.097], [-0.135, 0.150, 0.025], [-0.010, -0.015, 0.041], [0.021, 0.054, 0.132], [0.340, -4.116, -0.390], [0.065, -0.177, -0.070], [0.790, 3.756, 1.555], [-0.166, 0.057, -0.030], [1.168, 1.041, 1.600], [0.052, -1.643, -1.421], [-0.071, 0.205, -0.040], [0.062, 0.044, 0.005], [0.216, -0.407, 0.157], [-2.699, -1.522, -2.285], [0.014, -0.011, 0.035], [-0.320, 0.556, -1.016], [0.535, 0.776, 0.391], [0.062, -0.177, -0.005], [-0.035, -0.046, -0.041], [-0.013, 0.062, -0.040], [-1.571, -8.426, 0.609], [-0.102, 0.180, 0.001], [0.014, -0.043, -0.061], [-0.177, 0.886, -0.010], [0.760, -0.240, -2.138], [-0.460, 1.632, -0.233], [0.049, -0.043, -0.071], [0.489, -0.753, -0.333], [-0.010, -0.045, -0.034], [0.722, -1.208, -3.267], [0.215, 1.264, 0.203], [0.344, -0.007, 0.030], [-0.014, -0.112, 0.072], [-0.048, -0.040, 0.002], [0.150, -0.095, -0.025], [-0.016, 2.258, 1.385], [0.438, -0.784, -0.263], [0.115, -0.027, -0.005], [0.020, 0.039, 0.027], [0.712, -1.075, 0.013], [-0.073, 0.052, -0.010], [-0.646, -0.317, -0.242]]}

Entry 2:
{"formula": "C2H5NS2", "method": "wB97M-V/def2-TZVPD", "total_energy_ha": -930.25996, "e_homo_ev": -8.7732, "charge": 0, "smiles": "CS/C=N\\S", "symbols": ["H", "H", "H", "C", "C", "H", "S", "S", "H", "N"], "positions_angstrom": [[0.32551, 1.74575, -1.14597], [1.82644, 0.92256, -0.28621], [0.84734, 2.59576, 0.32234], [0.77637, 1.60177, -0.10431], [-0.14533, -0.85139, -0.45235], [0.63905, -0.59567, -1.12738], [-1.57108, -2.57369, 0.94168], [-0.49924, 0.47999, 0.75367], [-1.66948, -1.24262, 1.43274], [-0.52959, -2.08247, -0.33419]], "atomic_forces_ev_per_a": [[0.780, -0.128, 1.353], [-2.837, 2.434, 0.952], [0.379, -0.301, 0.486], [0.645, -2.565, -2.269], [-1.211, -1.953, 2.441], [0.169, 0.031, -0.831], [0.611, 2.376, -0.449], [1.546, 0.399, -1.572], [-0.385, -1.775, 0.066], [0.304, 1.482, -0.176]]}

Entry 3:
{"formula": "C22H48BO39S10", "method": "wB97M-V/def2-TZVPD", "total_energy_ha": -7807.58398, "e_homo_ev": -11.0025, "charge": 1, "symbols": ["H", "C", "O", "H", "O", "S", "C", "O", "O", "S", "H", "O", "O", "H", "H", "H", "O", "H", "H", "H", "H", "O", "O", "O", "O", "C", "S", "O", "S", "O", "H", "H", "H", "B", "O", "H", "O", "H", "H", "H", "S", "H", "C", "H", "H", "O", "O", "H", "H", "S", "C", "O", "H", "S", "C", "O", "H", "O", "O", "C", "C", "H", "C", "H", "O", "H", "C", "O", "C", "H", "O", "C", "H", "C", "H", "O", "O", "H", "H", "H", "H", "S", "S", "O", "O", "H", "C", "O", "H", "H", "C", "O", "O", "H", "H", "H", "C", "O", "H", "H", "O", "H", "O", "H", "O", "C", "O", "H", "H", "C", "C", "O", "C", "H", "O", "C", "H", "S", "C", "O"], "positions_angstrom": [[-4.30957, -4.21670, 2.11099], [6.54747, -3.27463, -3.01332], [-5.29476, -7.63943, -0.53254], [0.03120, 9.66911, 9.72407], [-2.03519, 2.31483, -0.42599], [2.22277, -2.74298, 0.56378], [8.28003, -1.86514, -4.39405], [5.66521, 1.42672, -13.27760], [2.40833, 1.13641, -6.72816], [3.77291, 1.41109, -6.37470], [8.55139, -1.81269, -5.51210], [-5.01503, 6.22452, 9.36168], [-0.91061, 8.07172, 11.77264], [3.36660, 2.35158, -9.73072], [-1.53177, 3.42257, 4.34726], [-1.34721, 9.17747, 8.70415], [4.05640, -0.43604, -12.73014], [-1.45237, 5.83812, 3.99483], [-0.36956, -4.93216, 0.89760], [4.55675, -0.80011, -8.11448], [-5.55587, -3.28867, -0.08941], [2.05906, -1.33563, -3.22580], [-0.92596, 10.30598, 12.86056], [3.24296, 1.89657, -12.98671], [-6.69980, 4.53309, 10.05261], [0.58765, -4.62535, 0.47268], [-1.75169, 9.42821, 12.08203], [-3.08441, -5.27687, 0.80918], [-6.13065, -7.92829, -1.66576], [0.41230, 2.70236, -0.55848], [-8.08140, -9.06495, 0.18514], [-1.82917, 7.25912, 10.13089], [8.78542, -3.87493, -3.39334], [2.61781, -2.47794, -3.93538], [-6.84636, -9.36901, -1.42109], [7.67951, -4.03963, -4.87561], [-4.56073, 5.23374, 6.75590], [-4.79429, 3.03821, 12.28037], [5.21809, -2.85572, -5.21970], [3.81792, -3.37459, -2.10050], [-3.17771, -5.65206, -0.77106], [2.05128, 2.09446, 0.51383], [-6.56036, 3.60785, 11.12933], [-5.79658, -5.00204, 0.34332], [9.18569, -1.42595, -2.65754], [4.59142, 1.29877, -11.03690], [0.67344, -3.20020, 0.41339], [4.31955, 3.32538, -10.88132], [2.11203, 3.28220, -11.92422], [4.49446, 0.92676, -12.61779], [-8.15829, -9.15390, -0.90299], [-5.65103, -7.88436, -3.01678], [6.33726, -2.18404, -2.66048], [5.13542, -3.77548, -4.17485], [7.90454, -3.37656, -3.94113], [-4.34414, 4.17399, 10.60011], [-0.04684, 7.25264, 10.06697], [2.72204, -2.38208, -0.73691], [-7.46729, -7.00736, -1.55931], [-5.18409, 3.88886, 11.71823], [-5.05672, -4.24716, 0.05980], [-9.42120, -7.37304, -0.95420], [3.55652, -3.59966, -3.19772], [6.11156, -0.93035, -7.25001], [-5.09490, 3.96633, 8.24264], [1.96193, 1.45012, -1.14708], [1.76566, -5.06540, 1.32964], [-2.40567, 6.48698, 7.13243], [-0.96088, 9.20753, 9.72459], [-8.95898, -7.99889, -2.55918], [-0.46262, 1.08006, 1.04654], [-0.92419, 7.82769, 10.36641], [-3.31403, 3.43061, 4.41339], [0.58600, 0.51096, 0.26427], [2.09090, -1.74283, -5.68305], [2.83635, -4.19303, 0.96354], [-3.08046, 9.05303, 12.47647], [0.67384, -5.01433, -0.54591], [1.87695, 1.56721, -11.49536], [3.01935, -4.63865, -3.25519], [5.84183, 1.04361, -9.06178], [-0.88241, 2.51426, 0.40573], [-3.23339, 5.60676, 6.35717], [-2.39302, 4.24830, 6.05069], [-1.81496, 9.99067, 10.55849], [7.46056, -1.07468, -4.14281], [3.73784, 2.40740, -10.75515], [4.54496, 1.93623, -7.70447], [6.60722, -3.96862, -2.08807], [-3.35103, -3.24804, 0.96003], [-3.93554, -4.16429, 1.08688], [-3.29724, 6.16411, 4.82976], [4.55288, -0.00990, -6.22285], [0.12856, -0.04825, -0.55840], [1.19325, -0.16389, 0.86745], [1.55764, -4.91664, 2.39351], [-2.44483, 5.37763, 3.99819], [-4.42551, -4.67983, -1.14528], [-7.36036, 3.74243, 11.85876], [6.52847, 1.46644, -7.47085], [-1.99872, -5.15368, -1.43129], [-2.83217, 5.34405, 2.97836], [4.13993, 2.25035, -5.27167], [2.03988, -6.10688, 1.15666], [2.30272, -2.65681, -5.35949], [1.38202, 1.69990, -0.25651], [-3.62255, -7.01427, -0.88269], [-6.61300, 2.59635, 10.71455], [-8.81283, -9.99013, -1.15278], [-8.62286, -7.84547, -1.52948], [2.61412, 2.32471, -11.77907], [-0.83011, 3.50606, 1.44139], [-2.40827, 3.99937, 4.64573], [2.70522, -0.98227, -2.55590], [9.46526, -1.47413, -3.61187], [5.64803, 1.07389, -7.98824], [-5.20402, 4.77223, 12.36338], [-5.23656, 4.80789, 9.39734], [5.24902, -0.28891, -7.43824], [2.32632, -1.88003, 1.70605]], "atomic_forces_ev_per_a": [[0.147, -0.213, -0.137], [1.067, 0.525, -0.021], [-7.032, -2.510, -0.373], [-0.035, -0.055, -0.015], [0.969, 0.477, 0.855], [-0.866, -1.029, 1.178], [0.810, -0.054, 0.774], [-1.056, -0.652, 0.525], [1.136, 0.307, 0.451], [-0.152, 0.571, -0.035], [-0.253, -0.025, 1.900], [-0.229, -1.260, -0.100], [-0.048, 0.991, 0.250], [0.139, -0.186, -0.185], [-0.028, 0.138, 0.248], [-0.167, 0.072, 0.239], [0.689, 1.115, 0.174], [-0.029, -0.094, -0.060], [0.080, 0.291, -0.093], [0.119, 0.024, -0.034], [0.204, -0.110, -0.223], [2.594, -1.775, -1.315], [-0.834, -0.822, -0.433], [1.053, -0.249, 0.262], [0.714, 0.522, 0.019], [0.070, -0.957, -0.304], [-0.125, -0.075, -0.056], [-0.189, -0.312, -0.680], [-0.237, -0.331, 0.640], [-0.806, -0.313, 0.329], [-0.094, 0.001, -0.059], [0.085, 0.046, -0.114], [-1.478, 0.994, -0.724], [-1.845, 1.628, -0.980], [0.173, 0.613, -0.718], [0.368, 1.099, 1.669], [2.504, 2.672, -2.894], [0.105, 0.090, -0.251], [-0.385, -0.129, 1.289], [-0.248, -0.274, -1.943], [0.096, -0.965, -0.446], [-0.004, -0.077, -0.051], [0.167, -0.587, 0.082], [0.045, 0.081, 0.036], [0.438, 0.004, -1.425], [-0.249, -0.476, -0.587], [1.265, 0.736, 0.313], [-0.079, -0.028, 0.011], [0.193, -0.121, -0.212], [-0.133, -0.065, -0.617], [-0.281, 0.245, 0.527], [-0.111, -0.033, 1.306], [0.417, -2.020, -0.617], [0.551, -0.694, 0.990], [-1.186, 0.541, -0.560], [-0.464, 0.024, -0.600], [-0.026, 0.121, 0.278], [0.018, 0.180, 1.171], [0.627, -0.345, 0.197], [-0.319, 0.247, 0.520], [-0.446, -0.228, 0.588], [0.268, 0.099, -0.025], [-0.624, -0.366, 0.028], [-0.095, 0.147, 0.194], [-0.907, -0.966, 3.748], [-0.245, 0.202, -0.031], [-0.771, -0.212, 0.614], [-0.591, -0.774, -0.320], [0.590, -0.174, -0.259], [-0.021, -0.020, 0.091], [0.041, 0.994, -0.025], [-0.513, -0.236, -0.609], [0.069, 0.039, -0.068], [0.145, -0.282, -0.631], [-0.162, -1.081, 0.164], [-0.029, 1.100, -0.951], [1.165, 0.583, -0.146], [-0.132, -0.009, 0.101], [0.018, 0.102, 0.048], [1.203, 1.814, -0.035], [-0.247, 0.112, 0.143], [-0.154, -0.127, -0.246], [-0.825, 0.044, -0.164], [-0.003, 0.941, 0.185], [-0.189, -0.523, 0.810], [0.994, -1.599, -0.716], [-0.311, 0.846, 0.007], [-0.708, -0.656, 0.745], [-0.640, 0.892, -1.818], [-0.087, -0.009, 0.019], [-0.183, 0.695, 0.010], [0.009, -0.524, 0.605], [-0.065, 0.673, 0.319], [0.077, 0.022, -0.024], [-0.257, 0.325, 0.172], [0.010, -0.063, -0.086], [0.585, -0.125, -0.248], [1.046, -0.237, 0.158], [0.043, 0.202, -0.223], [-0.048, -0.055, -0.028], [-0.734, -0.067, 0.389], [-0.103, 0.097, 0.225], [-0.549, -0.962, -0.825], [0.183, 0.248, -0.106], [1.112, 1.560, 3.369], [0.413, -0.213, 0.447], [7.101, 4.069, -0.820], [0.013, 0.022, 0.103], [0.278, 0.027, -0.118], [-0.456, -0.406, -0.326], [-0.359, -0.241, 0.519], [-0.328, -0.822, -0.751], [-0.388, -0.160, -0.527], [-1.200, -0.795, -0.611], [-1.547, -0.204, 0.110], [0.880, -0.243, 0.042], [-0.036, -0.084, -0.003], [-0.156, -0.415, -0.297], [-0.136, -0.115, -0.864], [0.149, -0.384, -1.422]]}

Entry 4:
{"formula": "CH6N4O2", "method": "wB97M-V/def2-TZVPD", "total_energy_ha": -411.08045, "e_homo_ev": -9.0208, "charge": 0, "smiles": "NN=C=O.NNO", "symbols": ["N", "O", "N", "N", "H", "H", "H", "N", "O", "H", "C", "H", "H"], "positions_angstrom": [[0.67982, 0.20428, 0.90921], [-3.80040, 1.14227, -1.91792], [-2.22625, -0.26561, -0.93059], [1.99404, -0.03216, 0.51318], [2.06292, 0.18790, -0.48190], [0.56507, -0.09167, 1.87542], [-0.43715, -0.79804, -0.36691], [-1.15453, -1.12725, -1.02511], [2.92342, 0.88206, 1.13572], [-1.46372, -2.05367, -0.73362], [-2.95817, 0.41268, -1.58007], [3.42258, 0.35728, 1.77444], [0.39235, 1.18191, 0.82814]], "atomic_forces_ev_per_a": [[-0.043, 0.305, 0.195], [-0.637, 0.618, -0.844], [0.244, -0.266, 0.559], [0.480, -0.272, 0.106], [-0.008, 0.080, 0.414], [0.034, 0.016, -0.257], [-0.385, -0.137, -0.071], [0.582, -0.529, -0.366], [-0.349, 0.248, -0.223], [0.026, 0.280, -0.017], [0.018, -0.084, 0.642], [-0.190, -0.177, -0.220], [0.228, -0.081, 0.080]]}